DFT (the ωB97M-V functional and the def2-TZVPD basis) results for the molecule C4H8N2O2 in a non-equilibrium geometry.

Each line ends with the Mulliken charge.
Geometry (Å):
1 O -1.086 -1.528 1.498  -0.55
2 O 1.892 -1.092 2.045  -0.43
3 N 0.649 1.404 0.983  -0.53
4 N 0.905 -0.420 1.862  0.25
5 C -0.058 -1.023 -1.596  -1.18
6 C -0.297 -0.654 1.188  0.11
7 C -0.531 0.702 0.564  0.50
8 C -0.531 0.302 -1.023  -0.75
9 H -1.580 0.438 -1.295  0.30
10 H 0.526 2.318 1.395  0.20
11 H -0.624 -1.844 -1.158  0.33
12 H 1.007 -1.176 -1.418  0.31
13 H 1.448 1.363 0.362  0.25
14 H -0.026 1.084 -1.600  0.39
15 H -0.230 -1.056 -2.670  0.40
16 H -1.462 1.184 0.863  0.42

**Calculated total energy**: -11348.5098 eV
**SMILES**: CC[C@H](N)C(=O)N=O
**Multiplicity**: 1
**Energy relative to the best compared isomer or geometry (same formula, charge and spin)**: 129.2 kcal/mol
**Gap between HOMO and LUMO (spin up / spin down)**: 7.886 / 7.884 eV
**E_HOMO (spin up / spin down)**: -8.068 / -8.067 eV

DFT (the ωB97M-V functional and the def2-TZVPD basis) results for the molecule C3H7NO2.

Each line ends with the Mulliken charge.
Geometry (Å):
1 O 0.128 1.013 0.133  -0.36
2 O -0.333 -0.611 -1.432  -0.54
3 N 0.299 -1.363 0.734  -0.70
4 C 0.302 -0.297 -0.245  1.00
5 C -1.193 1.520 0.026  -0.66
6 C 1.583 -0.894 0.144  -0.59
7 H -1.136 2.555 0.368  0.24
8 H 0.188 -1.000 1.677  0.25
9 H 2.242 -0.297 0.771  0.24
10 H -1.541 1.494 -1.010  0.29
11 H -1.900 0.969 0.660  0.28
12 H -0.713 -1.491 -1.305  0.34
13 H 2.073 -1.599 -0.521  0.22

**Calculated total energy**: -8808.0275 eV
**SMILES**: CO[C@@]1(O)CN1
**Multiplicity**: 1
**Energy relative to the best compared isomer or geometry (same formula, charge and spin)**: 57.7 kcal/mol
**Gap between HOMO and LUMO**: 10.367 eV
**E_HOMO**: -9.388 eV